Entry 1:
{
  "formula": "C6H10O2",
  "method": "wB97M-V/def2-TZVPD",
  "elements": ["C", "C", "O", "C", "C", "C", "C", "O", "H", "H", "H", "H", "H", "H", "H", "H", "H", "H"],
  "coordinates": [[-0.16221, -1.36104, 2.57759], [0.74584, -1.23583, 1.31601], [1.67270, -0.17422, 1.19699], [0.63762, -0.17427, 0.27518], [-0.42758, 1.10789, -0.05127], [0.26986, 1.03401, -1.41167], [-0.58952, 0.84176, -2.67523], [0.88514, -0.22327, -1.11401], [-0.74410, -0.45909, 2.80047], [0.56203, -1.52843, 3.46019], [-0.71474, -2.34037, 2.53814], [1.01910, -2.20570, 0.97193], [-0.32719, 1.95820, 0.59905], [-1.49864, 0.75275, -0.01999], [1.11303, 1.88079, -1.56846], [-0.60924, -0.20035, -2.79219], [-0.20556, 1.33093, -3.60741], [-1.62655, 0.99621, -2.49534]],
  "nbo_charge": [-0.65, 0.04, -0.48, 0.50, -0.46, 0.10, -0.65, -0.52, 0.22, 0.22, 0.22, 0.18, 0.22, 0.21, 0.18, 0.23, 0.22, 0.21],
  "de_lowest_kj_mol": 285.1,
  "lumo_energy_ev": 1.038,
  "e_tot_ha": -384.99380,
  "total_charge": 0
}


Entry 2:
{
  "formula": "C16H14F6N2O2PSn",
  "method": "wB97M-V/def2-TZVPD",
  "elements": ["Sn", "O", "C", "C", "C", "C", "C", "C", "C", "N", "C", "C", "N", "C", "C", "C", "C", "C", "C", "C", "O", "H", "H", "H", "H", "H", "H", "H", "H", "H", "H", "H", "H", "H", "H", "F", "P", "F", "F", "F", "F", "F"],
  "coordinates": [[-0.99339, -0.52158, -0.53610], [-1.17823, 0.93690, -2.54178], [-0.74546, 2.11220, -2.75456], [-0.04095, 2.45213, -4.01179], [0.16047, 3.75055, -4.31884], [-0.26715, 4.78960, -3.51431], [-0.85966, 4.51697, -2.31233], [-1.08574, 3.22099, -1.88903], [-1.42325, 3.04011, -0.50881], [-1.17147, 1.96081, 0.13104], [-1.45869, 1.98444, 1.53019], [-0.65110, 0.89974, 2.28361], [-0.58605, -0.43381, 1.65334], [-0.17094, -1.34680, 2.47524], [-0.09717, -2.75782, 2.25692], [0.74295, -3.39991, 3.19770], [1.00776, -4.75531, 3.04438], [0.37412, -5.48153, 2.05928], [-0.51983, -4.91190, 1.21069], [-0.81242, -3.49096, 1.23283], [-1.54854, -2.89835, 0.40335], [0.29152, 1.59999, -4.69116], [0.62914, 4.06001, -5.28904], [-0.17162, 5.82622, -3.88896], [-1.09713, 5.36190, -1.63651], [-1.84441, 3.96060, -0.02912], [-1.28346, 2.93397, 2.02101], [-2.52925, 1.77210, 1.67791], [0.31409, 1.31839, 2.40773], [-1.11803, 0.80718, 3.29367], [0.15178, -1.01399, 3.44850], [1.32800, -2.80693, 3.85092], [1.75623, -5.21481, 3.68871], [0.61825, -6.53110, 1.93627], [-0.99482, -5.49714, 0.34612], [0.93507, -1.88979, -0.79777], [2.28037, -0.87989, -0.88979], [3.52616, 0.04808, -0.97559], [1.09439, 0.35422, -0.70760], [3.09216, -2.25166, -1.08396], [1.98951, -0.66718, -2.50686], [2.35682, -0.95665, 0.73446]],
  "nbo_charge": [1.52, -0.53, 0.41, -0.12, -0.25, -0.13, -0.18, -0.11, 0.14, -0.44, -0.26, -0.23, -0.69, 0.24, -0.27, -0.12, -0.30, -0.17, -0.29, 0.45, -0.74, 0.25, 0.23, 0.23, 0.22, 0.17, 0.20, 0.21, 0.20, 0.20, 0.17, 0.20, 0.21, 0.21, 0.22, -0.59, 2.61, -0.55, -0.61, -0.56, -0.58, -0.57],
  "de_lowest_kj_mol": 0.0,
  "lumo_energy_ev": [-0.846, -3.407],
  "spin_multiplicity": 2,
  "e_tot_ha": -2033.09966,
  "total_charge": 0
}


Entry 3:
{
  "formula": "C3H11NOS2",
  "method": "wB97M-V/def2-TZVPD",
  "elements": ["N", "C", "C", "S", "S", "C", "H", "H", "H", "H", "H", "H", "H", "H", "H", "H", "H", "O"],
  "coordinates": [[0.22000, 2.62690, 0.67875], [0.56548, 1.25663, 0.29717], [0.54178, 1.17527, -1.22389], [-1.51842, -1.10095, -0.62664], [0.05198, -2.08431, 0.24700], [-0.86461, -2.87301, 1.61919], [0.29910, 2.77626, 1.65691], [0.89313, 3.21414, 0.22733], [-0.17306, 0.58414, 0.71897], [1.57350, 0.97179, 0.63134], [1.27753, 1.90169, -1.68323], [0.74692, 0.18566, -1.56297], [-1.64466, -3.48428, 1.17477], [-1.32010, -2.03540, 2.25656], [-0.20752, -3.51864, 2.20176], [2.55393, 4.47024, -0.84841], [-0.42020, 1.46777, -1.58337], [2.11108, 3.58612, -0.75270]],
  "nbo_charge": [-0.66, -0.24, -0.64, -0.04, 0.32, -0.76, 0.35, 0.41, 0.18, 0.22, 0.28, 0.19, 0.24, 0.25, 0.24, 0.44, 0.20, -0.98],
  "de_lowest_kj_mol": 606.8,
  "lumo_energy_ev": -4.515,
  "e_tot_ha": -1047.03624,
  "total_charge": 0
}